No. 1
Below is the molecule CH3FO2, with properties calculated with wB97M-V/def2-TZVPD.

The calculation puts the energy above the lowest of the compared OMol25 structures with the same formula, charge and spin at 3.882 eV. The calculation puts the LUMO energy at 0.87 eV. Its total charge is 0.

```
7
CH3FO2 | the Open Molecules 2025 dataset | wB97M-V/def2-TZVPD
O 1.294 0.388 0.843
O 0.790 0.145 -0.411
C -0.564 -0.356 -0.378
F -1.103 -0.104 0.803
H 1.272 1.393 0.762
H -1.068 0.051 -1.185
H -0.621 -1.516 -0.434
```

---

No. 2
Below is the molecule H8N2Si2, with properties calculated with wB97M-V/def2-TZVPD.

The calculation puts the energy above the lowest of the compared OMol25 structures with the same formula, charge and spin at 1.422 eV. The calculation puts the LUMO energy at 0.86 eV. Its total charge is 0.

```
12
H8N2Si2 | the Open Molecules 2025 dataset | wB97M-V/def2-TZVPD
N 1.006 -0.587 -1.332
Si -0.061 0.362 -0.319
N 1.131 1.339 0.581
Si -1.563 -1.090 0.969
H 0.934 -0.581 -2.335
H 1.992 -0.323 -1.298
H -0.779 1.459 -0.933
H 1.949 0.830 0.822
H 1.428 2.153 0.064
H -1.273 -2.405 1.465
H -2.644 -0.786 0.099
H -2.119 -0.371 2.215
```

---

No. 3
Below is C16H30F3MgNO17 as an isolated structure, with properties calculated with wB97M-V/def2-TZVPD.

The calculation puts the energy above the lowest of the compared OMol25 structures with the same formula, charge and spin at 0.294 eV. The calculation puts the LUMO energy at 0.26 eV. Its total charge is 0.

```
68
C16H30F3MgNO17 | the Open Molecules 2025 dataset | wB97M-V/def2-TZVPD
Mg -3.238 -24.561 18.572
N -4.517 -26.475 16.263
O -5.713 -26.749 16.476
O -3.920 -25.703 17.081
O -3.956 -26.779 15.220
C -1.703 -26.816 19.891
O -2.611 -27.694 19.212
O -1.871 -25.585 19.481
C -1.920 -26.933 21.399
F -1.388 -28.072 21.889
F -1.323 -25.916 22.070
F -3.211 -26.916 21.743
C -2.323 -29.072 19.261
C -3.163 -29.744 18.188
H -2.768 -29.455 17.210
H -3.061 -30.833 18.239
H -4.218 -29.481 18.197
H -2.523 -29.465 20.264
H -1.264 -29.237 19.029
H -0.674 -27.155 19.650
C 0.950 -22.803 15.737
O -0.004 -23.187 16.738
C -1.284 -23.262 16.443
O -2.129 -23.522 17.265
O -1.536 -23.037 15.183
C -2.894 -23.233 14.784
H 1.002 -23.576 14.971
H 1.910 -22.776 16.240
H 0.697 -21.841 15.305
H -3.232 -24.230 15.081
H -2.961 -23.078 13.718
H -3.548 -22.550 15.332
C -8.274 -24.534 19.913
O -6.861 -24.321 19.700
C -5.991 -25.305 19.759
O -4.812 -25.106 19.607
O -6.543 -26.467 20.029
C -5.758 -27.636 19.777
H -8.567 -25.546 19.650
H -8.777 -23.815 19.275
H -8.483 -24.342 20.963
H -4.760 -27.394 19.425
H -6.265 -28.240 19.022
H -5.699 -28.241 20.680
C -0.657 -22.025 20.150
O -1.699 -21.680 21.079
C -2.846 -22.261 20.833
O -3.041 -22.939 19.857
O -3.708 -21.967 21.792
C -5.011 -22.504 21.665
H -0.490 -23.102 20.168
H 0.242 -21.503 20.452
H -0.947 -21.714 19.146
H -4.978 -23.579 21.513
H -5.539 -22.020 20.845
H -5.537 -22.322 22.598
C -6.883 -23.963 16.236
O -6.732 -22.558 16.519
C -5.676 -22.254 17.247
O -4.842 -23.036 17.621
O -5.691 -20.948 17.484
C -4.503 -20.432 18.058
H -7.779 -24.040 15.628
H -7.017 -24.510 17.162
H -6.037 -24.339 15.671
H -3.642 -20.628 17.420
H -4.317 -20.862 19.045
H -4.615 -19.364 18.221
```

---

No. 4
Below is C57H151N9O19 as an isolated structure, with properties calculated with wB97M-V/def2-TZVPD.

The calculation puts the energy above the lowest of the compared OMol25 structures with the same formula, charge and spin at 65.188 eV. The calculation puts the LUMO energy at -16.19 eV. Its total charge is +8.

```
236
C57H151N9O19 | the Open Molecules 2025 dataset | wB97M-V/def2-TZVPD
C -1.050 0.614 0.475
C 0.419 0.209 0.486
C 0.787 -0.326 -0.960
O 1.307 1.301 0.975
H -1.706 -0.254 0.410
H -1.202 1.288 -0.368
H -1.314 1.050 1.439
H 0.527 -0.673 1.117
H 0.939 0.318 -1.827
H 0.059 -1.069 -1.287
H 1.766 -0.790 -0.835
C 0.167 -3.055 -7.699
O -0.868 -3.043 -6.677
C -1.125 -4.250 -5.867
C 0.061 -4.506 -4.942
N 0.242 -3.245 -4.137
H 0.009 -2.446 -4.709
H -0.416 -3.225 -3.371
C 1.516 -2.878 -3.350
C 1.359 -1.439 -2.818
O 0.974 -0.656 -3.853
C 0.846 0.716 -3.547
H 0.056 -3.900 -8.379
H 1.162 -2.938 -7.270
H 0.199 -2.109 -8.239
H -1.326 -5.077 -6.549
H -2.011 -3.958 -5.304
H 1.044 -4.555 -5.410
H -0.088 -5.338 -4.255
H 2.341 -2.986 -4.054
H 1.643 -3.654 -2.595
H 2.360 -1.120 -2.528
H 0.720 -1.375 -1.938
H 0.249 1.006 -4.412
H 1.791 1.237 -3.395
H 0.128 0.890 -2.746
C -1.955 -2.237 2.298
O -2.527 -2.345 1.025
C -3.891 -1.950 0.966
C -4.520 -2.397 -0.378
N -3.548 -2.130 -1.539
H -2.649 -2.540 -1.330
H -3.803 -2.480 -2.452
C -3.281 -0.628 -1.721
C -2.719 -0.359 -3.105
O -3.176 -1.195 -4.098
C -2.607 -0.961 -5.405
H -1.738 -1.196 2.537
H -1.029 -2.812 2.318
H -2.652 -2.547 3.076
H -4.018 -0.902 1.240
H -4.492 -2.435 1.736
H -5.438 -1.846 -0.579
H -4.640 -3.463 -0.570
H -2.681 -0.291 -0.875
H -4.245 -0.120 -1.736
H -1.637 -0.387 -2.976
H -2.874 0.687 -3.371
H -1.518 -0.981 -5.361
H -3.003 0.002 -5.728
H -2.980 -1.732 -6.079
C -0.678 1.537 7.595
O -1.803 1.688 6.781
C -2.819 2.518 7.202
C -2.491 3.921 6.668
N -2.326 3.808 5.153
H -1.707 3.015 5.060
H -3.217 3.593 4.730
C -1.706 5.085 4.520
C -1.346 4.799 3.074
O -0.776 3.467 2.974
C -0.186 3.147 1.723
H 0.041 0.947 7.027
H -0.728 1.184 8.625
H -0.314 2.560 7.695
H -3.011 2.584 8.273
H -3.731 2.164 6.723
H -1.637 4.390 7.156
H -3.191 4.725 6.893
H -0.816 5.333 5.098
H -2.486 5.831 4.668
H -0.689 5.576 2.682
H -2.245 4.876 2.463
H -0.866 3.120 0.871
H 0.090 2.093 1.755
H 0.691 3.759 1.509
C -6.406 5.578 -1.594
O -6.389 4.291 -1.074
C -6.738 4.219 0.307
C -6.800 2.721 0.626
N -5.488 2.065 0.279
H -5.615 1.082 0.472
H -5.374 2.066 -0.725
C -4.214 2.294 1.132
C -3.209 1.182 0.912
O -2.878 0.841 -0.421
C -2.164 1.860 -1.095
H -5.772 5.683 -2.474
H -6.298 6.451 -0.950
H -7.423 5.628 -1.982
H -7.724 4.669 0.423
H -6.048 4.669 1.021
H -7.517 2.210 -0.017
H -7.082 2.436 1.640
H -4.642 2.176 2.127
H -3.886 3.320 0.964
H -3.646 0.344 1.454
H -2.279 1.382 1.444
H -1.836 1.582 -2.097
H -1.265 2.096 -0.525
H -2.755 2.773 -1.162
C -5.261 -4.748 1.597
O -5.154 -3.795 2.645
C -4.198 -4.051 3.594
C -4.414 -2.982 4.734
N -4.112 -1.583 4.286
H -3.188 -1.623 3.882
H -4.752 -1.214 3.597
C -3.908 -0.548 5.387
C -3.364 0.776 4.812
O -2.263 0.454 3.944
C -1.725 1.620 3.299
H -5.834 -5.653 1.802
H -4.280 -4.842 1.132
H -5.941 -4.315 0.864
H -3.204 -4.003 3.149
H -4.362 -5.017 4.072
H -3.939 -3.243 5.680
H -5.478 -2.971 4.969
H -3.254 -0.996 6.137
H -4.795 -0.288 5.965
H -3.190 1.444 5.656
H -4.170 1.148 4.179
H -1.687 2.466 3.985
H -2.456 1.869 2.529
H -0.696 1.684 2.945
C -0.690 -1.190 4.034
O 0.637 -0.605 4.010
C 0.708 0.787 3.985
C 2.165 1.209 3.755
N 2.814 0.837 2.360
H 2.164 1.094 1.631
H 3.654 1.388 2.250
C 3.254 -0.649 2.193
C 4.073 -0.908 0.924
O 5.164 0.052 0.948
C 5.839 0.101 -0.327
H -1.374 -0.763 3.300
H -1.248 -1.290 4.965
H -0.557 -2.223 3.712
H 0.372 1.112 4.970
H 0.132 1.207 3.161
H 2.874 0.778 4.462
H 2.184 2.299 3.752
H 2.382 -1.303 2.168
H 3.932 -1.021 2.961
H 3.566 -0.723 -0.023
H 4.431 -1.934 0.839
H 6.269 1.067 -0.591
H 5.215 -0.187 -1.174
H 6.653 -0.611 -0.462
C 5.832 3.228 -0.624
O 4.417 3.342 -0.630
C 3.910 3.025 0.650
C 2.486 3.578 0.809
N 1.551 2.891 -0.167
H 2.109 2.755 -0.998
H 1.404 2.049 0.370
C 0.148 3.599 -0.463
C -0.267 3.335 -1.918
O 0.841 3.586 -2.809
C 0.678 3.107 -4.135
H 6.137 3.683 -1.566
H 6.330 2.267 -0.494
H 6.307 3.951 0.038
H 4.538 3.397 1.459
H 3.859 1.949 0.815
H 2.390 4.642 0.592
H 2.075 3.262 1.768
H 0.386 4.647 -0.277
H -0.516 3.359 0.367
H -1.030 4.016 -2.293
H -0.771 2.369 -1.934
H 1.362 3.604 -4.823
H -0.321 3.255 -4.547
H 0.934 2.060 -3.977
C 2.601 -8.369 -1.361
O 3.391 -7.523 -0.459
C 4.540 -6.968 -0.985
C 4.977 -5.754 -0.171
N 3.799 -4.748 0.086
H 3.032 -5.278 0.476
H 3.964 -4.018 0.766
C 3.176 -4.044 -1.118
C 1.766 -3.630 -0.858
O 1.730 -2.932 0.424
C 0.378 -2.686 0.840
H 3.256 -9.138 -1.771
H 2.211 -7.810 -2.212
H 1.758 -8.788 -0.811
H 4.507 -6.740 -2.050
H 5.355 -7.680 -0.857
H 5.776 -5.171 -0.629
H 5.238 -5.996 0.860
H 3.128 -4.703 -1.985
H 3.856 -3.228 -1.361
H 1.184 -4.552 -0.834
H 1.334 -2.958 -1.599
H -0.143 -3.616 1.067
H -0.088 -2.070 0.070
H 0.461 -2.121 1.768
C 2.414 1.113 -1.921
O 3.252 0.847 -3.071
C 3.243 1.982 -3.966
C 4.699 2.121 -4.561
N 5.205 0.663 -5.065
H 5.016 0.028 -4.302
H 4.595 0.355 -5.808
C 6.772 0.565 -5.328
C 7.667 0.931 -4.154
O 7.039 0.410 -3.095
C 7.370 0.867 -1.814
H 2.197 0.154 -1.451
H 1.544 1.746 -2.095
H 3.080 1.671 -1.263
H 3.030 2.983 -3.591
H 2.565 1.743 -4.785
H 5.287 2.482 -3.718
H 4.810 2.865 -5.350
H 6.883 1.161 -6.233
H 6.968 -0.454 -5.662
H 7.849 2.005 -4.132
H 8.607 0.405 -4.323
H 7.039 0.114 -1.098
H 6.907 1.839 -1.647
H 8.452 0.999 -1.793
```